Entry 1:
Formula: C7H34O12
Source: the OMol25 dataset
Level of theory: the ωB97M-V functional and the def2-TZVPD basis

XYZ file:
```
53
Properties=species:S:1:pos:R:3
H -1.646 2.934 2.836
C -1.139 -0.238 0.113
H -3.123 0.797 -3.818
C -1.034 -0.175 -1.219
H 4.462 -3.164 -0.354
C 0.737 -1.401 1.277
O 2.023 1.258 -1.833
O 2.987 3.072 -0.125
C -2.186 0.100 -2.039
H 0.508 -2.282 0.715
H -2.600 -2.496 -3.612
H -1.470 -1.254 2.740
H -1.537 4.384 2.243
H 1.435 -0.445 -2.258
H 0.052 1.853 4.179
O 4.190 -2.400 -0.864
H 2.362 -1.588 -2.680
H -1.285 0.661 -3.830
H 0.348 2.653 2.010
H 3.718 -1.757 -0.328
H -2.105 -0.250 0.571
H -0.087 -2.406 -1.460
H -1.535 3.400 0.458
H 0.255 -3.863 -1.325
H 0.168 3.480 0.700
H -3.169 -0.042 -1.535
O -1.035 3.402 -0.391
H 3.498 3.651 0.441
H 2.544 -0.485 2.065
H -1.413 -1.202 4.362
C -2.224 0.537 -3.294
O -1.971 -3.202 -3.800
O -0.999 -0.951 3.530
O -2.194 -2.969 1.025
H -1.212 -3.013 -3.229
H 2.749 -2.162 1.585
H 2.260 2.679 0.377
H 2.579 2.040 -1.915
H 1.744 -1.647 3.110
O -0.397 1.656 3.352
C 0.059 -0.303 1.018
H 1.357 1.407 -1.154
O -0.454 -3.242 -1.125
O -1.957 3.521 2.122
O 0.733 3.403 1.516
H 0.280 0.681 1.492
H -2.085 -3.918 1.193
H -0.645 0.695 3.316
C 2.020 -1.462 2.029
H -0.091 0.023 -1.726
H -0.888 4.232 -0.846
H -1.567 -2.934 0.270
O 1.444 -1.400 -2.450
```

Calculated values
HOMO ... -8.7 eV
Energy relative to the best compared isomer or geometry (same formula, charge and spin) ... 299.52 kJ/mol
Charge ... 0
HOMO-LUMO gap ... 8.8 eV

---

Entry 2:
Formula: C7H35NO9
Source: the OMol25 dataset
Level of theory: the ωB97M-V functional and the def2-TZVPD basis

XYZ file:
```
52
Properties=species:S:1:pos:R:3
H -1.532 0.990 -3.324
H -3.255 -2.886 -1.397
H 0.850 -2.255 0.399
H 0.680 0.636 -2.587
H 1.390 -0.144 0.386
H 1.772 0.903 -1.603
H -0.580 1.426 0.245
H -0.773 2.882 1.138
C 1.276 0.400 2.430
C -0.672 -1.902 1.726
H 4.088 -0.232 0.835
H 3.705 -0.728 2.185
H -1.681 1.545 -1.337
H -2.309 0.333 1.787
C -0.709 1.794 1.261
C 1.632 -3.000 2.061
H 0.251 -1.777 -3.236
H -2.578 -4.084 -0.811
H 1.190 2.521 1.940
C -2.091 1.393 1.896
O 3.354 1.869 -1.953
C 0.844 -1.839 1.418
H -1.843 1.356 2.958
H -2.804 2.087 1.476
O -2.528 1.390 -1.769
H 3.043 2.770 -2.139
H -3.229 2.003 -1.572
H 3.562 1.992 -1.052
O -3.513 -1.264 -2.708
H 0.227 2.168 3.123
H -0.850 -1.927 2.802
H 0.840 4.149 -2.167
H -2.869 -0.631 -2.387
H -0.991 0.472 -4.599
H 0.747 2.861 -1.319
H 2.351 -3.491 1.411
H -4.420 -1.289 -2.433
H 0.809 -0.122 3.266
O -0.732 1.041 -3.866
O 4.236 -0.042 1.765
N 1.419 -0.528 1.316
H 2.271 0.758 2.697
H -1.271 -2.646 1.203
H 0.867 -3.710 2.388
O -0.309 -1.553 -2.481
H -0.172 -2.356 -1.961
C 0.507 1.703 2.171
O 0.798 0.775 -1.626
O 1.285 3.652 -1.477
H -1.046 -0.962 1.324
O -3.426 -3.633 -0.802
H 2.186 -2.866 3.000
```

Calculated values
HOMO ... -8.4 eV
Energy relative to the best compared isomer or geometry (same formula, charge and spin) ... 366.37 kJ/mol
Charge ... 0
HOMO-LUMO gap ... 8.5 eV

---

Entry 3:
Formula: C7H36O12
Source: the OMol25 dataset
Level of theory: the ωB97M-V functional and the def2-TZVPD basis

XYZ file:
```
55
Properties=species:S:1:pos:R:3
H -3.434 3.739 -1.775
O -2.251 -2.994 1.032
O -3.021 4.519 -2.183
C 0.083 2.871 -1.014
C -0.547 1.703 -1.111
H 3.424 -0.830 -1.008
O 2.339 -0.925 2.139
O 2.624 -3.299 -0.827
H 2.877 -3.813 -1.487
O 0.668 1.170 2.914
H -0.336 0.729 0.922
H 2.729 1.579 -1.204
H -2.331 -0.753 0.589
O 4.678 0.159 1.959
O 0.844 -3.096 2.404
H -2.387 -0.282 -1.083
H -1.953 -3.884 0.954
H 0.163 -0.282 -0.327
H -2.712 5.044 -1.463
H 0.130 -3.969 1.326
H 0.698 4.609 0.277
H -3.360 -2.718 -1.734
H 3.913 0.300 0.009
H -5.230 0.916 -0.483
H -1.739 -2.515 1.710
H 5.285 -0.532 2.034
H 0.543 1.629 3.774
H 2.425 -0.778 1.161
H 0.272 3.107 1.096
C 0.751 3.460 0.210
H 1.628 -0.182 2.536
O -5.460 1.716 0.227
H 1.799 -3.522 -0.425
O 3.235 2.109 -1.818
H -3.136 -2.173 -0.337
H 0.156 -0.435 -2.719
H 2.518 2.701 -2.098
H 0.070 -5.537 1.374
H 1.571 -2.277 2.197
H -5.604 1.195 1.067
C -0.810 1.438 -2.605
O -3.790 -2.215 -1.048
H -0.599 -0.067 -4.157
H 3.784 -0.290 2.107
H 1.200 1.856 2.500
H 0.076 3.547 -1.911
O 3.099 -0.123 -0.298
H 0.394 -2.927 3.161
H -1.390 2.242 -3.153
H 1.855 3.070 0.270
C -2.104 0.065 -0.089
O -0.265 -4.773 0.908
C -0.443 0.285 -3.158
C -0.620 0.565 -0.151
H -2.686 0.893 0.368
```

Calculated values
HOMO ... -8.8 eV
Energy relative to the best compared isomer or geometry (same formula, charge and spin) ... 450.43 kJ/mol
Charge ... 0
HOMO-LUMO gap ... 8.5 eV

---

Entry 4:
Formula: C7H36O12
Source: the OMol25 dataset
Level of theory: the ωB97M-V functional and the def2-TZVPD basis

XYZ file:
```
55
Properties=species:S:1:pos:R:3
H 1.365 1.004 -3.234
O 2.791 -1.828 -1.920
H -3.124 -0.902 -0.516
H -0.057 -0.204 3.563
H 2.687 -1.874 1.999
H 2.372 1.220 0.919
H 2.011 -4.239 -0.461
H -2.374 0.298 4.502
H -3.497 2.660 -1.450
H -1.380 2.413 1.788
H 4.597 -0.889 0.579
C -2.409 -0.357 0.092
O 4.191 -1.707 0.905
H -2.209 3.003 -0.643
H -0.127 -3.775 1.510
H -1.348 -2.515 -0.733
H 2.683 -0.958 -2.334
H 2.258 -2.939 0.007
H 0.376 0.903 -1.226
C -1.187 -0.818 0.305
H -3.566 0.398 -3.298
O -1.052 1.175 -3.310
H 0.365 4.256 -1.535
H 2.698 -2.527 -2.579
H -1.626 1.384 -2.534
O 2.654 -3.821 0.130
H -0.711 -2.275 2.322
H 1.053 2.336 1.466
H -0.333 1.409 3.313
O -3.477 -0.416 -2.790
C -0.797 -2.945 1.497
O -0.446 0.627 3.866
O 1.911 -1.292 2.160
H 0.314 -2.254 -0.238
H 2.024 -0.986 3.061
C -0.094 0.077 0.631
H 2.039 2.498 -0.219
H 0.427 0.026 1.595
C -0.724 -2.232 0.102
H -1.799 -3.416 1.565
C 1.547 1.842 0.569
O -3.044 0.004 3.846
O -0.724 2.830 2.341
C 0.598 0.906 -0.186
H -1.403 1.732 -4.002
H 1.174 -0.436 -3.910
O 1.809 0.209 -3.607
H 4.542 -2.262 0.204
H -2.437 0.231 3.121
O -2.553 2.807 -1.526
H -0.554 3.917 -2.727
H -2.628 -0.810 -2.975
H -2.671 0.649 0.313
H -0.488 3.738 2.162
O 0.351 4.123 -2.481
```

Calculated values
HOMO ... -8.9 eV
Energy relative to the best compared isomer or geometry (same formula, charge and spin) ... 401.46 kJ/mol
Charge ... 0
HOMO-LUMO gap ... 8.5 eV

---

no.,E_LUMO (eV)
1,0.1231
2,0.1148
3,-0.2557
4,-0.4101